Computed, not measured: C6H14F2FeN3O10PS2 as an isolated structure, with ωB97M-V/def2-TZVPD.

```
39
Properties=species:S:1:pos:R:3:forces:R:3
Fe 0.1512 0.4401 -1.9231 1.9705 -0.6949 3.4306
P -1.2129 1.3555 -3.5882 -4.0113 3.2656 -3.8138
O -2.0809 2.0563 -4.6359 2.3604 -2.6208 2.9816
O 0.1156 1.8917 -3.1212 4.7561 2.9810 -2.1350
O -0.8096 -0.1574 -3.4547 -1.4108 -1.8570 -1.4641
O -1.5044 1.3508 -2.0046 -5.7736 0.1859 1.6286
N 1.9311 -0.1690 -1.9935 4.7831 -4.2183 -1.2854
S 3.3536 0.5188 -2.1145 3.6398 10.1190 -0.5067
O 3.9103 0.7018 -3.4840 -1.4559 -1.7189 3.4796
O 4.2273 0.5941 -0.9539 -0.6070 -2.3637 -1.4934
F 2.7044 1.9502 -1.8336 -0.4996 0.6748 -0.7748
S 2.7552 -1.6573 -2.3104 -2.4744 -7.7149 -0.1182
O 3.4121 -2.2133 -1.1264 -0.2103 2.0701 -2.0392
O 3.1969 -2.0585 -3.6543 -0.7409 2.0557 2.9540
F 1.3742 -2.4736 -2.1823 -0.2688 0.2935 -0.3859
C -1.2765 -1.7933 -0.1036 -3.0436 -1.7045 3.7748
O -0.7299 -0.8664 -0.5973 1.9526 2.1991 -2.2464
N -2.4317 -1.5995 0.6210 0.5728 -0.7772 0.2562
C -3.0482 -2.6247 1.4780 -0.5398 -1.0515 -0.4732
C -3.1581 -0.3249 0.7213 0.2121 -0.2241 0.6461
H -0.8398 -2.7967 0.0178 -0.1925 0.0033 -0.4672
H -2.6567 -3.6354 1.3622 0.6461 0.2486 -0.2981
H -4.1001 -2.7850 1.2416 -0.1622 0.4073 -0.5170
H -3.1046 -2.4598 2.5540 0.7336 0.7793 0.0173
H -4.1860 -0.5691 0.4530 0.0051 0.6016 -0.3662
H -3.1769 -0.0325 1.7712 -0.0743 -0.1913 0.2862
H -2.7165 0.5505 0.2452 -0.0196 -0.6120 -0.7488
C 0.8416 2.0255 0.9945 -0.7340 0.7753 -0.0065
O 0.6904 1.4146 -0.0685 0.1257 0.3553 0.4234
N 0.7880 1.5023 2.2011 -0.1797 -1.8234 -0.2916
C 0.6504 0.0263 2.3523 0.5276 0.5132 0.6532
C 0.9596 2.2715 3.4205 0.5639 0.2236 0.4550
H 0.9251 3.1117 1.1535 0.2454 0.1350 -1.1942
H -0.3446 -0.2309 2.7154 0.0613 0.1081 0.3359
H 1.4428 -0.2172 3.0601 -0.3537 -0.4767 0.2615
H 0.8192 -0.5960 1.4735 0.1689 0.8443 -0.3375
H 0.9679 3.3576 3.3285 -0.7143 -0.0237 -0.7895
H 0.2003 1.9836 4.1475 0.1129 0.0238 -0.0076
H 1.9600 2.1576 3.8380 0.0286 -0.7905 0.1764
```
Positions in Å, forces in eV/Å.

Results
HOMO level (alpha / beta) = -10.5 / -9.7 eV
Spin multiplicity = 7
Largest force on an atom = 10.77 eV/Å
Lowest unoccupied orbital energy (alpha / beta) = -1.494 / -4.078 eV